Formula: C5H11O3
Source: the Open Molecules 2025 dataset
Level of theory: the ωB97M-V functional and the def2-TZVPD basis

Each line ends with the natural charge from an NBO analysis.
Positions of all 19 atoms, in Å:
C  0.2180  -1.6766  -0.4281  0.10
C  -1.2472  -1.3652  -0.2964  -0.67
C  0.5484  -3.1698  -0.8103  -0.61
O  0.8270  -1.0218  -1.5188  -0.74
H  0.6948  -1.5176  0.5671  0.15
H  -1.4529  -0.3084  -0.5120  0.27
H  -0.3334  -3.4678  -1.4344  0.19
H  1.4408  -3.2115  -1.4118  0.22
H  0.6281  -3.8106  0.0751  0.19
H  0.7945  -0.0566  -1.4024  0.50
H  -1.6193  -1.3545  0.7388  0.21
H  -1.9242  -1.9887  -0.8953  0.19
C  -0.5902  1.3146  1.9367  -0.78
C  0.0384  2.0558  0.6431  0.77
O  1.2047  2.4547  0.7510  -0.78
O  -0.7833  2.2194  -0.2939  -0.81
H  -0.0057  0.4021  1.8299  0.20
H  -1.6596  1.1903  1.6591  0.20
H  -0.5020  1.8507  2.8691  0.20

Atoms 1-2, force components in eV/Å:
1.07 -1.85 0.13
-1.20 0.80 0.57

Energy relative to the best compared isomer or geometry (same formula, charge and spin)   1.136 eV
Lowest unoccupied orbital energy   3.697 eV
HOMO energy   -4.08 eV
Gap between HOMO and LUMO   7.8 eV
Total charge   -1

Formula: C6H15NO
Source: the Open Molecules 2025 dataset
Level of theory: the ωB97M-V functional and the def2-TZVPD basis

Each line ends with the natural charge from an NBO analysis.
Positions of all 23 atoms, in Å:
C  -1.2633  -2.1445  -1.3902  -0.42
N  -0.7253  -0.7709  -1.3273  -0.63
C  -0.0565  -0.3724  -0.0769  -0.08
C  -1.0817  0.1540  0.9368  -0.08
O  -1.2671  -0.6563  2.1189  -0.73
C  1.1783  0.5571  -0.1303  -0.22
C  0.8936  1.9137  -0.7883  -0.62
C  1.8040  0.7555  1.2384  -0.61
H  -2.2153  -2.1569  -1.8866  0.20
H  -1.2987  -2.7266  -0.4680  0.18
H  -0.5437  -2.6401  -2.0498  0.20
H  -1.4479  -0.1001  -1.5476  0.35
H  0.3420  -1.3294  0.2833  0.20
H  -2.0433  0.3172  0.4503  0.16
H  -0.7447  1.0821  1.3927  0.18
H  -2.0135  -1.2249  2.0003  0.46
H  1.9512  0.0192  -0.6936  0.21
H  -0.1071  1.9567  -1.2194  0.20
H  0.8868  2.7778  -0.1214  0.20
H  1.7085  2.1394  -1.4670  0.22
H  1.1065  1.0117  2.0414  0.21
H  2.5320  1.5833  1.2278  0.21
H  2.4054  -0.1456  1.4767  0.21

Atoms 1-2, force components in eV/Å:
1.58 0.32 -0.73
0.20 0.84 0.18

SMILES   CN[C@H](CO)C(C)C
Energy relative to the best compared isomer or geometry (same formula, charge and spin)   2.087 eV
Lowest unoccupied orbital energy   0.895 eV
HOMO energy   -8.52 eV
Gap between HOMO and LUMO   9.4 eV

Formula: C13H8FInO7
Source: the Open Molecules 2025 dataset
Level of theory: the ωB97M-V functional and the def2-TZVPD basis

Each line ends with the natural charge from an NBO analysis.
Positions of all 30 atoms, in Å:
In  28.6110  11.9039  -2.9588  1.00
C  34.7123  3.9043  -0.9432  -0.07
C  33.9795  5.2209  -0.9435  0.39
C  33.3911  5.7325  -2.3561  0.39
O  32.7416  6.8147  -2.3983  -0.48
C  33.6092  4.7840  -3.4921  -0.13
C  34.1419  3.5622  -3.3349  0.29
C  34.7465  3.1259  -2.0392  0.28
O  35.2702  1.9427  -1.9269  -0.43
O  34.3043  2.8744  -4.4213  -0.46
O  33.8773  5.8643  0.0947  -0.44
H  35.1182  3.5149  -0.0212  0.25
H  33.1254  5.0299  -4.4258  0.24
O  26.7146  6.9579  2.5015  -0.72
C  27.1992  7.8741  1.6452  0.93
O  26.4408  8.2608  0.7303  -0.80
O  28.3181  8.4257  1.7470  -0.73
H  25.8850  6.6901  2.0993  0.48
F  26.6222  7.2617  -7.5782  -0.33
C  26.4533  6.3386  -8.5414  0.38
C  26.0070  6.8444  -9.7801  -0.26
C  25.8697  6.0389  -10.8935  -0.21
C  26.3851  4.7635  -10.7131  -0.22
C  26.7410  4.1544  -9.4845  -0.19
C  26.9278  5.0411  -8.3937  -0.27
H  25.7154  7.8828  -9.8345  0.22
H  25.5756  6.4755  -11.8365  0.23
H  26.3569  4.0018  -11.4782  0.21
H  27.0353  3.1158  -9.4506  0.23
H  27.3179  4.7088  -7.4430  0.23

Atoms 1-2, force components in eV/Å:
-0.06 -0.31 0.30
-1.58 3.27 1.58

Energy relative to the best compared isomer or geometry (same formula, charge and spin)   2.782 eV
Lowest unoccupied orbital energy   -4.617 eV
HOMO energy   -6.24 eV
Gap between HOMO and LUMO   1.6 eV

Formula: C2H4CeF3O2S
Source: the Open Molecules 2025 dataset
Level of theory: the ωB97M-V functional and the def2-TZVPD basis

Each line ends with the Löwdin charge.
Positions of all 13 atoms, in Å:
C  -1.8741  -1.2356  -1.9501  -0.04
H  -2.8778  -1.3721  -1.5322  0.02
H  -2.1381  -0.8020  -2.9327  0.06
H  -1.4519  -2.2436  -1.7837  0.05
Ce  -1.9510  0.8460  1.2787  2.15
H  -0.9773  -0.5228  -1.6131  0.05
S  0.9987  1.7446  0.8632  1.07
O  0.1294  0.9346  -0.1438  -0.58
O  0.1009  1.7348  2.1238  -0.58
C  2.2803  0.4473  1.3372  -0.73
F  3.3483  0.6123  0.5739  0.19
F  2.6112  0.6270  2.6059  0.18
F  1.8014  -0.7705  1.1729  0.17

Atoms 1-2, force components in eV/Å:
1.52 1.02 0.46
0.01 0.85 1.04

Lowest unoccupied orbital energy (spin up / spin down)   -11.978 / -11.440 eV
HOMO energy (spin up / spin down)   -18.60 / -18.61 eV
Spin multiplicity   2
<S²>   0.7514
Gap between HOMO and LUMO (spin up / spin down)   6.6 / 7.2 eV
Total charge   +2

Formula: C20H42CeNP3Se
Source: the Open Molecules 2025 dataset
Level of theory: the ωB97M-V functional and the def2-TZVPD basis

Each line ends with the Löwdin charge.
Positions of all 68 atoms, in Å:
Ce  -0.1118  0.1093  1.1193  0.61
P  -2.7184  -0.4437  -0.4723  0.74
P  -0.3115  -2.7186  0.6941  0.69
P  -0.6906  2.4905  -0.4491  0.71
H  7.6227  -0.4517  -0.3901  0.07
C  7.6349  0.5603  0.0165  -0.11
C  7.2912  0.7916  1.2931  -0.06
H  7.1342  -0.0190  1.9978  0.06
C  -2.7870  -0.8870  -2.2595  -0.23
C  -3.7924  -1.7661  0.2331  -0.24
C  -3.9205  0.9564  -0.4522  -0.24
C  1.4789  -2.9895  1.0391  -0.24
C  -1.1103  -3.8810  1.8360  -0.23
C  -0.5105  -3.6104  -0.9056  -0.23
C  0.9937  3.2440  -0.3674  -0.25
C  -1.6992  3.8867  0.1354  -0.23
C  -0.9892  2.5980  -2.2588  -0.24
H  7.9970  1.3211  -0.6865  0.08
H  7.2316  1.7950  1.6955  0.06
H  -3.8409  -1.0636  -2.5328  0.08
H  -2.1857  -1.7859  -2.4537  0.03
H  -2.3668  -0.0614  -2.8508  0.04
H  -4.7471  -1.7792  -0.3205  0.08
H  -3.9886  -1.5632  1.2963  0.04
H  -3.2929  -2.7421  0.1497  0.03
H  -4.8816  0.5913  -0.8502  0.08
H  -3.5551  1.7915  -1.0682  0.03
H  -4.0573  1.3136  0.5788  0.03
H  1.5779  -4.0406  1.3436  0.08
H  1.8534  -2.3407  1.8487  0.05
H  2.0692  -2.7889  0.1346  0.05
H  -0.9945  -4.8842  1.4205  0.07
H  -2.1709  -3.6335  1.9384  0.04
H  -0.6360  -3.8166  2.8188  0.07
H  -0.3341  -4.6878  -0.7505  0.08
H  0.1983  -3.2074  -1.6474  0.03
H  -1.5343  -3.4542  -1.2769  0.04
H  0.9071  4.2770  -0.7342  0.08
H  1.6931  2.6557  -0.9767  0.04
H  1.3529  3.2438  0.6719  0.05
H  -1.4317  4.8014  -0.4039  0.08
H  -1.5302  4.0289  1.2070  0.06
H  -2.7541  3.6466  -0.0169  0.04
H  -0.9026  3.6558  -2.5492  0.08
H  -1.9927  2.2286  -2.5081  0.04
H  -0.2500  1.9935  -2.8034  0.02
C  2.6952  -0.2422  -1.8474  -0.57
C  3.5526  -0.3185  -0.7360  -0.11
C  4.8766  0.0581  -0.8776  -0.03
C  5.4452  0.2939  -2.1329  0.02
C  4.6164  0.2486  -3.2695  0.00
C  3.2498  0.0378  -3.1109  -0.08
Se  0.8141  -0.4420  -1.7102  0.89
H  1.4886  0.8743  0.6989  -0.07
H  3.1873  -0.5746  0.2574  0.08
H  5.4802  0.1791  0.0146  0.07
H  6.5149  0.5096  -2.1920  0.11
H  5.0105  0.4011  -4.2751  0.13
H  2.5772  0.0976  -3.9590  0.11
C  -5.5027  0.7670  3.3855  -0.06
C  -4.1259  0.5103  4.0045  -0.17
C  -3.0880  0.4951  3.0218  -0.09
N  -2.1694  0.4162  2.3035  0.01
H  -5.5289  1.7243  2.8526  0.09
H  -6.2703  0.7947  4.1584  0.10
H  -5.7782  -0.0168  2.6702  0.08
H  -3.8832  1.2892  4.7441  0.16
H  -4.1097  -0.4670  4.5157  0.16

Atoms 1-2, force components in eV/Å:
-1.56 -1.08 -0.67
-0.68 -0.03 -0.49

Energy relative to the best compared isomer or geometry (same formula, charge and spin)   0.000 eV
Lowest unoccupied orbital energy (spin up / spin down)   -11.524 / -11.351 eV
HOMO energy (spin up / spin down)   -16.00 / -16.00 eV
Spin multiplicity   2
<S²>   1.0337
Gap between HOMO and LUMO (spin up / spin down)   4.5 / 4.6 eV
Total charge   +3

Formula: C6H10O
Source: the Open Molecules 2025 dataset
Level of theory: the ωB97M-V functional and the def2-TZVPD basis

Each line ends with the natural charge from an NBO analysis.
Positions of all 17 atoms, in Å:
O  2.0621  -1.0212  0.9008  -0.71
C  1.2584  -0.5735  -0.1908  0.05
C  0.0332  -1.4230  -0.3714  -0.50
C  -0.8153  -0.8683  0.7469  -0.34
C  -1.5332  1.6041  -0.5452  -0.36
C  -0.2011  1.6473  -0.5738  -0.25
C  0.6641  0.7689  0.2233  -0.19
H  1.6095  -0.7732  1.7207  0.46
H  1.9414  -0.5579  -1.0447  0.18
H  0.2700  -2.4915  -0.3305  0.22
H  -0.4325  -1.1963  -1.3376  0.22
H  -0.5549  -1.1206  1.7702  0.18
H  -1.9145  -1.0005  0.6082  0.20
H  -2.1275  2.2113  -1.2150  0.20
H  -2.0420  0.9802  0.1848  0.21
H  0.2734  2.4664  -1.1245  0.21
H  1.5265  1.3789  0.6158  0.21

Atoms 1-2, force components in eV/Å:
-0.06 -0.05 0.06
0.02 0.04 -0.22

Energy relative to the best compared isomer or geometry (same formula, charge and spin)   4.076 eV
Lowest unoccupied orbital energy (spin up / spin down)   0.034 / 0.032 eV
HOMO energy (spin up / spin down)   -8.51 / -8.52 eV
Gap between HOMO and LUMO (spin up / spin down)   8.5 / 8.5 eV